# 1
DFT (ωB97M-V/def2-TZVPD) results for a molecular structure, C18H17ClNO7SY.

The geometry in XYZ format:
```
46
Properties=species:S:1:pos:R:3:forces:R:3
Y -0.0703 1.0854 0.7141 -2.026 -1.185 -0.117
Cl 6.8326 2.3384 -2.5331 -0.190 0.014 0.050
S -3.3278 0.3664 1.1084 0.460 -0.017 0.125
O 0.3935 1.2650 -1.4180 0.510 0.404 -0.987
O 1.8911 1.0904 4.2676 -0.020 0.090 0.246
O 6.7575 -1.0261 1.5493 -0.374 0.550 0.148
O -1.8923 -0.0499 0.7213 -1.663 -0.305 0.188
O 6.3173 1.0819 0.7728 -0.180 -0.594 0.583
O 0.2886 1.2990 2.6844 1.274 -0.081 2.160
O 0.6302 2.9426 -0.0226 0.767 0.875 -0.827
N 1.7884 -0.0698 0.9169 1.191 -0.414 0.386
C -4.2996 -1.8689 -0.0637 -0.030 -0.015 -0.026
C 2.3930 0.3262 2.0786 -0.375 -0.260 -0.337
C -4.3292 -0.3472 -0.1689 -0.085 -0.302 -0.227
C 2.4752 2.4291 -1.4726 0.009 -0.015 0.030
C 1.0973 2.2473 -1.0038 0.158 0.730 -0.704
C 6.0482 -0.0578 1.2418 0.860 -0.139 -0.931
C 3.7392 0.2309 2.2662 0.404 -0.075 0.055
C 4.2360 1.7606 -2.9600 0.017 -0.062 -0.090
C 5.1512 2.3941 -2.1278 0.136 -0.005 -0.039
C -2.6641 2.9912 1.5636 -0.429 -0.155 -0.133
C 1.4967 0.9457 3.1475 -0.435 0.048 -0.307
C 4.7468 3.0549 -0.9779 0.001 0.061 0.090
C 4.5504 -0.2446 1.2260 -0.440 0.351 0.006
C -3.4008 2.0816 0.5738 0.134 0.180 0.237
C 3.3992 3.0872 -0.6622 0.075 0.002 0.037
C 2.5584 -0.6022 -0.0611 -0.211 0.094 0.596
C 3.9130 -0.7151 0.0676 0.445 -0.088 0.047
C 2.8979 1.7635 -2.6188 0.039 -0.026 -0.137
H -4.4575 2.3413 0.4928 0.030 0.064 0.004
H 3.0628 3.5749 0.2446 0.022 -0.018 -0.052
H -5.3345 0.0605 -0.0308 0.044 -0.036 -0.036
H 2.0459 -0.9122 -0.9609 -0.065 0.021 -0.064
H 4.1596 0.5664 3.2054 0.031 0.027 -0.070
H -2.9508 2.0882 -0.4210 -0.051 0.051 -0.094
H -3.9073 0.0112 -1.1103 -0.101 -0.045 -0.048
H -4.8592 -2.3003 -0.8931 0.005 0.017 0.039
H -3.1682 2.9852 2.5278 0.028 0.045 0.046
H -4.7490 -2.2140 0.8693 0.018 0.045 -0.056
H 4.5848 1.2490 -3.8482 -0.020 0.041 0.047
H -1.6413 2.6862 1.7520 0.167 0.046 0.184
H 5.4872 3.4957 -0.3244 -0.053 -0.055 -0.029
H -2.6185 4.0122 1.1940 -0.058 0.008 -0.076
H 4.5000 -1.1280 -0.7448 0.000 0.068 0.066
H 2.1726 1.2431 -3.2316 0.031 0.002 0.031
H -3.2770 -2.2448 -0.1155 -0.049 0.056 -0.012
```
Forces are in eV/Å.

Max |F|: 2.5 eV/A
Electronic energy: -2174.4106 Ha
Net charge: 0
Frontier orbital gap: 7.11 eV
E_LUMO: -0.66 eV
E_HOMO: -7.77 eV
Energy relative to the best compared isomer or geometry (same formula, charge and spin): 16.1 kcal/mol

Mulliken atomic charge list, values in e, 4 entries: 1.154 -0.200 0.436 -0.771

=====

# 2
DFT (ωB97M-V/def2-TZVPD) results for 2 unconnected molecules or ions with the total composition C9H17N3OP.

The geometry in XYZ format:
```
31
Properties=species:S:1:pos:R:3:forces:R:3
P 1.5731 -0.2943 1.6323 0.191 1.027 -1.108
O -2.8759 0.1780 -2.6623 0.073 -0.121 0.094
N -0.5941 1.3403 0.9029 1.170 -0.616 -0.621
N 5.2889 2.4555 0.3112 -1.657 -0.717 0.876
N -3.1585 -0.9869 -0.7742 -0.014 -0.246 -0.232
C -3.6682 -2.0483 0.0730 0.298 0.465 0.229
C -4.2931 -1.7440 -2.8211 -0.026 0.026 -0.068
C 3.0057 0.7141 1.1071 2.922 1.749 -1.318
C -3.3930 -0.7752 -2.1005 0.154 0.361 -0.214
C 3.4532 1.9119 1.8167 -0.745 -0.510 0.272
C 4.8867 1.3650 -0.3752 -0.186 -1.343 -1.030
C 0.0277 0.0224 0.6042 -0.832 -0.131 0.658
C 4.5614 2.7506 1.4149 -0.987 -1.564 -0.450
C 3.8205 0.4301 -0.1007 -0.894 1.368 2.053
H -0.4505 1.9285 0.0804 -0.131 0.127 0.466
H -2.8218 -2.6030 0.4857 -0.181 -0.230 0.066
H 0.2033 -0.1039 -0.4908 0.140 -0.013 0.897
H 4.8220 3.6533 2.0105 -0.182 -0.867 -0.566
H 2.8979 2.2032 2.7432 0.601 -0.211 -0.863
H -2.5483 -0.2959 -0.3650 -0.231 0.086 0.029
H -3.8705 -2.7497 -2.7858 -0.156 -0.034 0.064
H -4.2296 -1.5989 0.8944 -0.101 -0.245 0.040
H -0.7070 -0.7625 0.9313 0.865 0.290 -0.293
H -0.1525 1.7867 1.7073 -0.384 0.100 -0.266
H 3.5808 -0.4393 -0.7566 0.518 0.943 0.498
H 5.4746 1.1470 -1.3031 -0.504 0.278 0.976
H 1.2482 0.0991 2.9630 0.183 -0.398 -0.521
H 1.9018 -1.6713 1.5656 -0.086 0.436 0.246
H -5.2886 -1.7381 -2.3741 0.033 -0.165 0.006
H -4.3134 -2.7313 -0.4714 0.068 0.081 -0.035
H -4.3809 -1.4430 -3.8628 0.082 0.076 0.115
```
Forces are in eV/Å.

Max |F|: 3.7 eV/A
Electronic energy: -933.6898 Ha
Net charge: +1
Frontier orbital gap: 7.50 eV
E_LUMO: -4.43 eV
E_HOMO: -11.93 eV
Energy relative to the best compared isomer or geometry (same formula, charge and spin): 28.9 kcal/mol

Mulliken atomic charge list, values in e, 4 entries: -0.076 -0.643 -0.526 -0.450

=====

# 3
DFT (ωB97M-V/def2-TZVPD) results for 2 unconnected molecules or ions with the total composition C8H13NO.

The geometry in XYZ format:
```
23
Properties=species:S:1:pos:R:3:forces:R:3
O 2.7118 0.0725 1.4338 -1.109 1.451 1.157
N -1.3122 -0.5768 2.2978 -0.560 0.372 2.023
C -0.9740 0.1694 -0.0473 0.718 -1.060 -0.413
C -0.9905 -0.1565 1.2103 -0.280 0.050 -0.961
C 2.4556 1.9566 3.0220 -1.141 0.260 1.461
C -1.5911 1.4337 -0.4782 -0.684 -0.596 0.793
C 0.1627 -2.0267 -0.4962 -3.417 -3.018 0.031
C 0.4920 -0.0639 -2.0548 -2.011 -3.166 -2.561
C 2.4744 0.9530 2.1815 1.885 -0.976 -1.005
C -0.4551 -0.8115 -1.1305 0.196 1.408 1.798
H -0.1474 0.5679 -2.7276 1.112 -0.572 0.275
H -0.8704 -0.1516 3.1190 0.421 -0.613 -0.256
H -0.5472 -2.5220 0.3415 1.668 1.328 -1.763
H 1.7153 2.0276 3.8372 0.093 -0.396 -0.841
H -2.6439 1.4127 -0.5308 -1.536 -0.171 0.361
H -1.3122 -1.0883 -1.6656 -1.412 -0.457 -0.996
H 1.0286 -1.6740 -0.0910 2.681 0.281 1.530
H -1.3311 1.6470 -1.4315 0.996 0.336 -3.335
H -1.2981 2.3217 -0.0204 0.523 1.269 1.618
H 0.9785 -0.9606 -2.5989 -0.244 2.024 0.181
H 3.2243 2.7036 3.1836 0.240 -0.358 -0.812
H 0.3556 -2.8894 -1.2103 -0.060 1.269 0.605
H 1.1499 0.5008 -1.5095 1.919 1.336 1.109
```
Forces are in eV/Å.

Max |F|: 4.6 eV/A
Electronic energy: -442.4858 Ha
Net charge: 0
Frontier orbital gap: 8.67 eV
E_LUMO: 0.58 eV
E_HOMO: -8.09 eV
Energy relative to the best compared isomer or geometry (same formula, charge and spin): 90.0 kcal/mol

Mulliken atomic charge list, values in e, 4 entries: -0.363 -0.605 0.448 0.300

=====

Repeat the second record exactly.
DFT (ωB97M-V/def2-TZVPD) results for 2 unconnected molecules or ions with the total composition C9H17N3OP.

The geometry in XYZ format:
```
31
Properties=species:S:1:pos:R:3:forces:R:3
P 1.5731 -0.2943 1.6323 0.191 1.027 -1.108
O -2.8759 0.1780 -2.6623 0.073 -0.121 0.094
N -0.5941 1.3403 0.9029 1.170 -0.616 -0.621
N 5.2889 2.4555 0.3112 -1.657 -0.717 0.876
N -3.1585 -0.9869 -0.7742 -0.014 -0.246 -0.232
C -3.6682 -2.0483 0.0730 0.298 0.465 0.229
C -4.2931 -1.7440 -2.8211 -0.026 0.026 -0.068
C 3.0057 0.7141 1.1071 2.922 1.749 -1.318
C -3.3930 -0.7752 -2.1005 0.154 0.361 -0.214
C 3.4532 1.9119 1.8167 -0.745 -0.510 0.272
C 4.8867 1.3650 -0.3752 -0.186 -1.343 -1.030
C 0.0277 0.0224 0.6042 -0.832 -0.131 0.658
C 4.5614 2.7506 1.4149 -0.987 -1.564 -0.450
C 3.8205 0.4301 -0.1007 -0.894 1.368 2.053
H -0.4505 1.9285 0.0804 -0.131 0.127 0.466
H -2.8218 -2.6030 0.4857 -0.181 -0.230 0.066
H 0.2033 -0.1039 -0.4908 0.140 -0.013 0.897
H 4.8220 3.6533 2.0105 -0.182 -0.867 -0.566
H 2.8979 2.2032 2.7432 0.601 -0.211 -0.863
H -2.5483 -0.2959 -0.3650 -0.231 0.086 0.029
H -3.8705 -2.7497 -2.7858 -0.156 -0.034 0.064
H -4.2296 -1.5989 0.8944 -0.101 -0.245 0.040
H -0.7070 -0.7625 0.9313 0.865 0.290 -0.293
H -0.1525 1.7867 1.7073 -0.384 0.100 -0.266
H 3.5808 -0.4393 -0.7566 0.518 0.943 0.498
H 5.4746 1.1470 -1.3031 -0.504 0.278 0.976
H 1.2482 0.0991 2.9630 0.183 -0.398 -0.521
H 1.9018 -1.6713 1.5656 -0.086 0.436 0.246
H -5.2886 -1.7381 -2.3741 0.033 -0.165 0.006
H -4.3134 -2.7313 -0.4714 0.068 0.081 -0.035
H -4.3809 -1.4430 -3.8628 0.082 0.076 0.115
```
Forces are in eV/Å.

Max |F|: 3.7 eV/A
Electronic energy: -933.6898 Ha
Net charge: +1
Frontier orbital gap: 7.50 eV
E_LUMO: -4.43 eV
E_HOMO: -11.93 eV
Energy relative to the best compared isomer or geometry (same formula, charge and spin): 28.9 kcal/mol

Mulliken atomic charge list, values in e, 4 entries: -0.076 -0.643 -0.526 -0.450

=====

Among the records above, which one has the lowest E_HOMO?
C9H17N3OP

=====

What is the E_LUMO in the first record?
-0.66 eV

=====

Which of these has the lowest energy relative to the best compared isomer or geometry (same formula, charge and spin)?
C18H17ClNO7SY